[1]
Density functional theory data (wB97M-V/def2-TZVPD) for C33H60FKLiN2NaO12 as an isolated structure.

```
111
Properties=species:S:1:pos:R:3:forces:R:3:mulliken_charge:R:1
K -3.9742 5.1018 2.4549 -3.6438 3.0437 5.3770 1.065
Na 3.8734 -6.9129 6.3378 -0.1403 -1.8237 0.3956 0.928
F 0.3482 2.1820 7.4971 -1.0328 0.9816 0.5979 -0.926
O 1.5432 0.0938 5.0528 -0.5548 -1.4529 -1.2307 -0.107
O -3.5295 1.6266 -4.7482 0.1950 0.4543 0.2675 -0.604
O -1.2328 6.2958 -5.1456 -1.7057 1.3127 2.0618 -0.344
O -4.2590 -2.0768 -8.4927 0.3748 -0.0130 0.9443 -0.561
O 1.4436 -4.8256 5.9592 0.2346 -0.7942 -0.8952 -0.782
O 4.5580 -9.0557 1.8084 -0.7847 0.0146 -0.2924 -0.584
O 1.6016 1.9757 -3.2761 -4.7460 7.3215 1.5552 -0.614
O -5.3651 -0.6127 -10.7816 0.0728 1.0372 -0.7169 -0.982
O 0.4750 0.6819 1.9485 -0.4395 -0.3978 0.0996 -0.149
O 2.3841 -6.5408 4.7725 -0.2667 -0.0027 0.6899 -0.768
O -0.9090 -1.3413 3.8178 -0.1620 -0.6031 0.0759 -0.574
O 4.6405 -2.0885 3.1111 0.0717 0.0546 -0.2377 -0.294
N 2.2909 -8.9641 1.3504 1.3279 -0.2310 -0.6993 0.176
N 0.3619 3.6077 -1.7451 -0.8891 -0.8470 -1.5540 -0.282
C 0.3256 5.6610 -3.2595 -0.7117 -1.6400 0.4103 0.052
C 1.9251 -8.8004 2.7421 0.4243 0.1615 0.1177 -0.839
C 2.3829 -5.4270 5.3679 -1.3799 1.3844 -0.0362 0.602
C 5.9052 -2.2176 2.4471 0.2044 -0.1487 0.3808 -0.596
C -0.9236 0.5210 2.1900 0.9642 -0.1347 0.4799 0.099
C -3.2604 0.9953 -7.0023 -0.1133 -0.0630 0.5268 -0.477
C -4.3462 -0.5144 -5.2971 0.0053 -0.1172 -0.0817 -0.244
C -2.5376 4.3104 0.3639 -0.1259 0.6143 -0.2673 -0.398
C 3.7188 -4.7044 5.3701 0.3036 0.9192 0.0407 -0.467
C -0.4652 5.8903 -0.5358 0.1986 -0.8857 0.5245 -0.936
C 0.4740 -1.7216 3.8411 0.7103 0.4343 0.5460 0.066
C 1.7239 0.6680 6.3364 0.4898 -0.1762 0.3324 -0.890
C -4.3607 1.2893 -1.8423 1.1717 -0.1874 0.6091 -0.836
C -1.1684 0.0568 3.6294 -0.5310 0.5970 -0.3443 -0.734
C 3.6237 -9.0791 1.0172 -0.5978 0.1186 0.6216 0.095
C -3.4797 3.5612 -0.7501 -0.4806 -0.6727 0.5308 -0.612
C -2.0508 5.8313 -0.0683 0.6412 0.7279 0.7018 -0.521
C -3.2081 1.9312 -0.8270 -0.4640 0.0120 -1.1590 0.112
C -0.8092 6.7572 -3.8154 2.0275 -0.6387 0.2288 -0.164
C 0.3927 4.2501 -4.1548 0.1256 -0.5500 -0.3114 -0.345
C -2.6758 6.4663 -5.3698 -1.5216 -1.0778 -0.8524 -0.465
C -4.5280 -1.4455 -6.2386 -0.0908 0.1284 0.2982 -0.452
C -0.3088 4.9687 -1.8828 -0.8409 0.6685 -1.8247 0.637
C -4.0904 -1.2248 -7.6312 -0.2256 -0.4057 -1.0447 0.048
C 1.2426 -9.0017 0.3521 0.1113 -0.0085 0.2324 -0.906
C 0.9071 3.1114 -3.0829 2.4256 -2.7282 -1.1089 0.341
C -3.4422 0.0642 -7.9437 0.0556 0.0982 -0.3080 -0.161
C 5.8129 -1.4148 1.1679 0.1940 -0.3360 -0.5557 -0.636
C 1.1924 -1.2894 5.1225 0.6323 1.2228 -0.5663 -0.412
C -3.6981 0.7746 -5.6096 0.0951 -0.1349 -0.9412 0.606
C 4.8520 -0.3193 1.5518 -0.0107 0.6082 0.0795 -0.504
C 3.8930 -1.0462 2.4692 -0.3670 0.0174 0.3031 0.108
C 0.8017 0.5586 0.5734 0.0931 0.0358 0.1760 -0.077
Li -1.1419 -3.1626 4.6208 0.0959 0.5008 0.1254 0.887
H 1.6584 -9.1289 -0.6510 -0.0033 0.0222 0.1922 0.305
H -2.1186 6.5271 0.8986 0.0931 -1.1835 -1.8763 0.428
H -3.1261 0.2106 -8.9696 -0.1916 -0.1455 -0.0751 0.443
H -0.6775 3.8401 -4.4586 1.8993 1.1020 0.8502 0.090
H -5.4355 1.5409 -1.4521 2.0085 -0.5947 -0.7661 0.290
H 0.5047 -0.4253 0.1971 -0.0786 0.0107 -0.1256 0.444
H -4.1653 0.1166 -1.8824 -0.6935 2.4938 0.0901 0.307
H 0.5742 -9.8389 0.5728 -0.0981 0.1002 -0.1884 0.326
H -2.2348 0.1854 3.8453 0.0873 -0.1491 -0.0616 0.368
H 3.7891 -9.1993 -0.0659 -0.1141 0.0098 0.0031 0.275
H -4.1470 1.7135 -2.9155 -0.6902 -0.9229 2.1418 0.183
H -2.7875 1.9463 -7.2148 -0.0148 -0.0072 0.0314 0.385
H 0.8051 0.5885 6.9243 0.2753 0.1972 -0.0691 0.448
H -3.4571 4.0613 -1.8245 0.2039 -1.1133 2.3161 0.166
H 6.7832 -1.0477 0.8241 -0.1067 -0.0772 0.0543 0.373
H 1.4299 6.0846 -3.0992 -2.5769 -0.8054 -0.3548 0.366
H 1.9566 1.7301 6.2077 -0.2758 -0.4893 -0.0131 0.140
H -2.7241 6.3290 -0.8896 1.1235 -1.1553 1.5619 0.162
H -3.2038 1.4284 0.2312 -0.1622 1.1066 -1.8617 0.019
H -1.6482 6.7704 -2.9998 1.2447 0.1485 -1.8517 0.041
H -3.0959 5.4089 -5.7285 0.9329 2.2488 0.7461 0.145
H -2.1696 1.6523 -1.3298 -1.9883 0.8654 1.1089 0.112
H -0.4739 2.9836 -1.6571 1.2644 0.0821 0.5613 -0.133
H -0.2644 7.7922 -3.8912 -1.3152 -1.7605 0.1210 0.258
H 6.1201 -3.2742 2.2651 -0.0776 0.0458 0.0911 0.281
H -3.2053 4.4543 1.3409 5.2462 -3.3528 -7.2594 0.506
H -1.5804 3.6992 0.6515 -1.8339 1.0040 -0.5878 -0.103
H 4.3544 0.1483 0.6985 0.0503 -0.0490 0.1037 0.281
H -2.9515 7.2281 -6.2215 0.9453 -1.2985 1.6960 0.236
H -4.6624 -0.6609 -4.2713 -0.0075 0.0078 0.0026 0.264
H -3.2991 6.7529 -4.4222 1.4540 -0.4211 -1.5371 0.230
H -5.0010 -2.3965 -6.0260 -0.0064 0.0043 -0.0486 0.411
H 4.4744 -5.3225 5.8641 0.6703 1.2074 -0.4753 0.204
H 4.0369 -4.5091 4.3416 0.0925 -0.1480 0.1923 0.095
H -5.3628 -1.1824 -10.0341 0.0207 -0.6811 0.9033 0.218
H 0.4727 -2.8172 3.8088 0.3265 -0.2975 -0.1573 0.113
H -1.4222 4.7422 -2.2225 2.1041 0.5751 0.5988 -0.457
H 0.8399 -8.7234 2.8501 0.2093 -0.0142 -0.1150 0.347
H 6.6751 -1.8140 3.1138 0.0661 -0.0419 -0.0603 0.325
H 0.1599 5.4175 0.3462 -1.1249 0.8661 -1.8246 0.385
H 3.6538 -3.7489 5.8993 0.1063 -0.2796 -0.0564 0.164
H 2.3992 -7.8941 3.1306 -0.2602 -0.2799 0.0796 0.266
H 0.3181 1.3474 -0.0065 0.0280 -0.0124 -0.1715 -0.104
H 5.3831 0.4613 2.1092 -0.1254 -0.0489 -0.0698 0.309
H 0.9508 4.2969 -5.1887 -0.7470 -0.0612 2.3877 0.394
H 0.5446 -1.4794 5.9858 -0.0419 -0.0335 0.2007 0.565
H 2.5537 0.1854 6.8600 0.2759 -0.2041 0.0230 0.261
H -0.6253 0.6624 4.3536 0.3091 -0.1103 -0.0330 0.248
H -1.3990 1.4935 2.0308 -0.3172 0.0405 0.0389 -0.095
H 0.9920 -1.3803 2.9458 -0.0423 0.0603 0.0796 -0.100
H 3.0815 -1.5165 1.9039 -0.0752 0.0350 -0.1208 -0.028
H 2.1216 -1.8597 5.2344 -0.1651 -0.3541 0.0532 0.326
H 3.4556 -0.3876 3.2252 -0.0088 -0.1419 0.0143 0.144
H 2.2916 -9.6608 3.3101 -0.1143 0.0903 0.0971 0.270
H 1.8852 0.6523 0.4680 -0.1919 0.0946 0.0945 -0.123
H 0.6823 -8.0632 0.3924 -0.1080 -0.1190 -0.1627 0.308
H 5.3763 -2.0293 0.3717 0.1043 0.0516 0.0617 0.267
H -4.6085 3.6804 -0.3807 2.1816 -0.2358 -0.8616 0.400
H -1.3524 -0.2080 1.4956 -0.0661 -0.0268 -0.0913 0.371
H -0.0540 6.9914 -0.6679 -1.1202 -2.2535 0.0765 0.298
```
Positions in Å, forces in eV/Å.

Properties
Total charge = 0
LUMO = -2.6 eV
Relative energy (zero: lowest compared OMol25 entry of this formula, charge and spin) = 241.3 kcal/mol
Energy = -86389.711 eV
Orbital gap = 1.5 eV


[2]
Density functional theory data (wB97M-V/def2-TZVPD) for a 5-piece molecular cluster, C33H60INO8 overall.

```
103
Properties=species:S:1:pos:R:3:forces:R:3:mulliken_charge:R:1
I 4.1315 -1.5621 -2.3454 0.0093 0.2656 0.0376 0.113
O -6.0582 -2.2061 4.2912 0.1241 0.0617 -0.1243 -0.360
O -0.9799 0.1394 1.4041 0.2631 -0.0460 -0.1141 -0.178
O 1.7848 1.7864 5.3334 0.0770 -0.1042 -0.1121 -0.393
O 0.9846 -2.4965 -3.2717 -0.0887 -0.9849 0.1906 -0.509
O -1.3834 -3.9346 -7.8065 0.0632 0.0562 -0.1300 -0.443
O 7.7242 2.8743 -0.7024 -0.0400 -0.1223 -0.2347 -0.611
O -0.4156 1.1825 -5.2908 -0.5890 0.5757 -0.7475 -0.563
O 0.0010 -0.8442 -4.4387 -0.3997 -0.5486 -0.5919 -0.195
N 3.6886 3.3130 -1.7217 -0.0324 -0.2397 0.6927 -0.132
C 5.4995 1.8443 -3.4418 0.2812 0.0291 0.0051 0.054
C 5.8955 2.3087 -2.1846 0.1995 0.0134 -0.3783 0.016
C -8.1877 -3.4454 4.2422 -0.0087 0.1193 0.0088 -1.030
C -1.6791 -3.1145 -6.6879 -0.0460 0.0594 0.1269 -0.330
C 7.2650 2.4329 -1.9418 -0.1112 -0.2203 -0.2514 0.286
C 2.2642 2.2948 6.5645 0.0197 0.0669 0.1041 -0.351
C 4.8697 2.6555 -1.1331 0.1267 0.0246 -0.2613 -0.340
C 1.3773 1.9746 7.7560 -0.0962 -0.0326 -0.0690 -1.019
C 7.7744 1.6907 -4.1946 -0.4900 0.0888 0.2751 -0.400
C 1.3987 2.3782 -3.2254 -0.4029 -0.1865 -0.1171 -0.752
C -3.4506 -5.2717 -7.7197 -0.0215 0.1008 0.0105 -1.029
C -1.1948 -3.6728 -5.3616 -0.1050 -0.2713 -0.1672 -0.806
C -1.7680 0.6665 0.3531 -0.1214 0.0397 -0.0279 0.174
C -6.6702 -3.4834 4.3026 -0.0523 -0.1006 0.0400 -0.380
C 1.5050 -0.1785 -2.8196 0.3167 -0.0309 0.0085 1.267
C 0.1437 0.5165 -4.4973 0.5787 -0.2126 0.9148 -0.706
C 1.1882 2.9294 -1.8068 0.4638 0.1184 -0.1747 -0.156
C 8.1869 2.1245 -2.9380 0.0264 -0.0277 -0.2104 -0.442
C -6.4035 -1.3371 5.3533 -0.0543 0.0443 0.0963 -0.355
C -2.2498 2.0873 0.5921 0.0396 0.0049 0.1016 -1.337
C 6.4133 1.5392 -4.4473 -0.0891 0.2530 0.6310 -0.962
C 0.4323 3.7540 4.7269 0.0903 0.0258 0.0613 -1.166
C 0.5129 2.2488 4.9190 -0.0861 0.0570 -0.0125 0.264
C -1.9327 -5.2372 -7.7859 -0.0128 -0.0843 0.0473 -0.308
C 2.4570 -0.3211 -1.7061 -0.0014 -0.6588 0.3238 0.581
C 2.4738 -0.4235 0.8245 0.1334 0.0151 -0.1233 -1.299
C -1.6004 0.0532 2.6749 -0.1229 -0.0019 0.1454 -0.355
C 2.4539 3.1243 -0.9399 -0.0263 0.2114 -0.2674 -0.886
C -2.8400 -0.8226 2.7077 -0.0047 0.0148 -0.1549 -1.240
C 1.0912 0.9330 -3.4166 -0.1196 0.2343 -0.2566 0.493
C -6.0542 -1.8721 6.7320 0.0180 -0.1070 -0.0377 -1.068
C 0.8403 -1.3470 -3.4768 0.3272 1.1780 0.2940 0.150
C 1.8319 -0.9430 -0.4513 0.2245 -0.4183 0.3153 -0.121
H 0.3884 2.4260 7.6644 0.0232 0.0551 0.0262 0.257
H -2.7532 -2.8978 -6.6467 -0.0086 -0.0406 0.0171 0.264
H -2.8070 2.4445 -0.2745 0.0200 -0.0018 -0.0236 0.420
H -1.1230 0.6488 -0.5284 0.0375 -0.0503 0.0195 -0.113
H -0.8444 -0.3683 3.3382 0.0754 0.0189 -0.0634 0.385
H -3.2361 -0.8791 3.7217 0.0031 -0.0187 0.0057 0.384
H 3.5544 -0.3832 0.6871 0.1491 0.0877 0.0653 0.356
H 2.5627 2.2970 -0.2463 0.1493 -0.1600 0.0226 0.059
H -1.8235 1.0583 3.0524 -0.0730 -0.0120 -0.0012 0.278
H 2.1064 0.5608 1.0999 -0.0147 0.1306 0.0490 0.123
H 1.2436 0.8964 7.8525 0.0200 -0.0052 0.0145 0.282
H -2.6025 -1.8329 2.3725 0.0066 -0.0124 0.0284 0.272
H -5.8422 -0.4204 5.1687 0.0143 -0.0157 -0.0679 0.353
H 0.7249 3.9044 -1.9195 -0.1693 0.1227 -0.0058 0.596
H -3.8032 -6.3031 -7.7574 0.0129 -0.0097 -0.0166 0.390
H -1.4161 -2.9731 -4.5610 0.0111 0.0460 0.0292 0.249
H 3.2407 1.8315 6.7056 0.0025 -0.0269 -0.0666 0.336
H -2.6127 0.0035 0.1361 -0.0279 0.0234 0.0274 0.363
H -1.4023 2.7541 0.7625 0.0051 0.0086 -0.0199 0.282
H -2.9070 2.1554 1.4597 -0.0482 -0.0200 -0.0354 0.384
H 8.4962 1.4740 -4.9658 0.1449 -0.0314 -0.0252 0.384
H -3.6330 -0.4391 2.0646 -0.0387 0.0355 0.0618 0.296
H -3.8312 -4.8229 -6.8016 0.0103 -0.0567 0.0343 0.263
H 2.4370 3.3747 6.4929 -0.0472 0.0117 0.0139 0.304
H 0.7149 2.9031 -3.8859 -0.0414 0.0887 -0.1718 0.446
H -4.9881 -2.0945 6.7959 0.0078 0.0195 0.0080 0.290
H -1.1783 -2.1666 -6.8841 0.0198 -0.0141 -0.0630 0.239
H 6.0320 1.2055 -5.3982 0.1250 -0.1036 -0.1870 0.429
H -1.6779 -4.6209 -5.1161 -0.0516 0.0289 0.0023 0.374
H 9.2428 2.2218 -2.7340 0.0661 0.0882 0.1464 0.430
H -6.2853 -3.9930 3.4194 0.0507 0.0469 -0.0134 0.316
H -1.6006 -5.7038 -8.7137 0.0398 0.0439 -0.0161 0.340
H -0.2633 1.9035 5.6125 -0.0101 0.0550 0.0188 0.246
H 4.5736 1.7374 -0.6241 -0.1746 -0.0854 0.0298 -0.097
H 0.7516 -0.8095 -0.4227 -0.0958 0.2418 -0.0822 0.150
H -8.5850 -4.4599 4.2039 0.0135 -0.0118 -0.0146 0.382
H 1.9942 -2.0154 -0.4700 -0.1635 -0.2074 -0.2075 0.344
H 1.8305 2.3541 8.6721 0.0268 -0.0121 0.0001 0.388
H 2.2810 4.0105 -0.3299 -0.0905 -0.0114 0.2808 0.709
H -1.4993 -5.8230 -6.9669 -0.0437 0.0085 0.0336 0.290
H 4.4444 1.7212 -3.6322 -0.1039 0.0563 -0.0229 0.302
H -6.5994 -2.7870 6.9669 -0.0486 0.0341 0.0203 0.261
H -8.5202 -2.9077 3.3533 0.0012 -0.0169 -0.0133 0.296
H -0.1200 -3.8452 -5.3865 0.0279 0.0493 0.0398 0.244
H 2.3963 2.5802 -3.6071 0.2044 0.1415 0.2038 0.466
H -8.6217 -2.9510 5.1121 0.0012 -0.0599 0.0365 0.265
H 0.3210 1.7575 3.9654 0.0875 -0.0650 0.0061 -0.199
H 0.6091 4.2981 5.6554 -0.0703 -0.0007 0.0159 0.322
H -6.3036 -1.1333 7.4941 0.0141 0.0235 -0.0084 0.395
H 3.9000 4.3011 -1.6872 -0.0369 0.0738 -0.4346 0.273
H -7.4651 -1.0703 5.3018 -0.0133 -0.0355 0.0285 0.333
H 1.1770 4.0845 4.0013 -0.0103 -0.0071 -0.0199 0.323
H 7.7242 2.1130 -0.1140 0.0406 0.0666 0.1487 0.321
H -6.3334 -4.0613 5.1706 -0.0380 0.0156 0.0293 0.311
H -3.8808 -4.7256 -8.5605 0.0013 -0.0131 -0.0125 0.284
H -0.5573 4.0320 4.3618 -0.0044 -0.0158 -0.0170 0.388
H 0.4791 2.2986 -1.2748 -0.1261 -0.0073 0.1438 -0.269
H 2.2917 -1.0984 1.6526 -0.1545 -0.0407 0.1736 0.462
H 5.3419 3.2831 -0.3797 0.0860 0.0277 0.1823 0.557
H 2.9365 0.6131 -1.4532 -0.0539 0.2592 -0.2197 -0.960
```
Positions in Å, forces in eV/Å.

Properties
Total charge = 0
LUMO = -0.6 eV
Relative energy (zero: lowest compared OMol25 entry of this formula, charge and spin) = 0.0 kcal/mol
Energy = -61163.136 eV
Orbital gap = 8.3 eV